(1)
Entry from the Open Molecules 2025 dataset: the molecule C21H24N4O2 (the ωB97M-V functional and the def2-TZVPD basis).

## Properties
**2S+1**: 1
**Net charge**: 0
**ΔE to the lowest compared entry with this formula, charge and spin**: 222.29 kJ/mol

Geometry (Å):
C  1.909897  2.798466  0.062954
C  2.618894  2.084099  1.210920
H  2.576188  2.691250  2.118604
H  2.142811  1.123386  1.418991
O  4.000070  1.933640  0.940440
C  4.451124  0.927240  0.145058
C  5.535634  1.261879  -0.670782
C  6.133767  0.329337  -1.490740
C  5.652556  -0.969856  -1.525775
C  4.586563  -1.316552  -0.720261
C  3.971206  -0.388251  0.118037
C  2.953585  -0.928223  1.075847
O  3.187772  -1.018879  2.266800
N  1.803322  -1.410615  0.533282
C  1.372454  -1.242779  -0.831707
H  1.148647  -2.232452  -1.251694
C  0.122425  -0.362746  -0.900493
H  0.358265  0.646971  -0.566460
H  -0.230235  -0.309222  -1.931962
C  -0.985409  -0.906300  0.005097
N  -2.085499  0.023496  0.018930
C  -3.422422  -0.209592  -0.076529
C  -4.210220  -1.340644  -0.258945
C  -5.568818  -1.143630  -0.307493
C  -6.162207  0.129038  -0.181710
C  -5.381821  1.248717  -0.000345
C  -3.998598  1.078125  0.053706
N  -2.978903  1.965755  0.221426
N  -1.879419  1.335350  0.202254
H  -5.810869  2.232733  0.099041
C  -7.656256  0.232607  -0.249027
H  -7.978596  1.264836  -0.143560
H  -8.113380  -0.357949  0.544145
H  -8.020708  -0.150961  -1.201319
H  -6.218699  -1.995463  -0.447069
H  -3.778812  -2.325653  -0.356006
C  -0.447104  -1.101173  1.427520
C  0.796846  -1.985823  1.397841
H  0.539416  -2.985412  1.027585
H  1.231403  -2.073395  2.395305
H  -1.211334  -1.554478  2.061098
H  -0.193521  -0.122834  1.840848
H  -1.361894  -1.859949  -0.384138
H  2.173975  -0.791975  -1.417826
H  4.223569  -2.334889  -0.714377
H  6.111127  -1.708519  -2.164976
H  6.973288  0.615265  -2.106365
H  5.897397  2.277302  -0.626466
H  2.042394  2.244791  -0.865657
H  2.331788  3.791154  -0.072378
H  0.848360  2.892756  0.278315

Forces on atoms 1 to 6 (eV/Å):
C 0.3 -0.1 0.3
C -0.5 0.2 -0.2
H 0.0 -0.2 -0.1
H 0.0 0.2 0.1
O 0.4 -0.2 0.1
C 0.1 -0.1 -0.2

***

(2)
Entry from the Open Molecules 2025 dataset: the molecule C21H24N4O2 (the ωB97M-V functional and the def2-TZVPD basis).

## Properties
**2S+1**: 1
**Net charge**: 0
**ΔE to the lowest compared entry with this formula, charge and spin**: 2258.31 kJ/mol

Geometry (Å):
C  4.246737  6.682755  -2.628020
C  3.353615  5.755471  -1.752027
C  4.017379  5.042346  -0.760944
C  3.233196  4.405838  0.148623
C  1.715046  4.387353  -0.068767
C  1.305696  5.044851  -1.000368
C  2.092214  5.853917  -1.746884
H  1.549541  6.276524  -2.882439
H  0.256618  4.899894  -1.324252
C  1.041413  3.446121  0.927977
N  0.449958  2.483822  0.072175
C  1.081257  1.614735  -0.762157
H  1.624292  2.147519  -1.146675
C  1.628916  0.338682  0.241517
N  0.421493  -0.160802  0.900252
N  0.155427  -1.315369  0.716382
C  -1.076642  -1.954288  1.138581
C  -1.207703  -3.249890  0.597379
C  -2.317094  -4.145434  0.762614
C  -2.532329  -5.351283  0.470901
C  -1.670807  -6.101905  -0.262024
C  -1.708721  -7.417264  -0.498488
C  -3.062162  -8.059258  -0.408943
C  -4.017781  -7.228641  0.285293
C  -3.898973  -5.958967  0.254994
N  -5.064178  -5.281190  1.069097
O  -5.201477  -3.903652  1.085247
O  -5.845663  -5.963615  1.477017
H  -5.096609  -7.555904  0.416050
H  -3.391961  -9.035094  -0.625552
H  -1.068267  -8.097317  -1.113374
H  -0.712765  -5.704917  -0.394041
H  -2.998136  -3.593701  1.529598
H  -0.598460  -3.576914  -0.175681
H  -1.708014  -1.527401  1.761480
C  -0.100356  0.611145  1.761473
H  -1.156414  0.257602  2.181600
C  -0.639672  1.839211  1.146460
H  -1.241456  2.625920  1.524000
H  -1.300219  1.488144  0.223399
H  0.415409  1.100100  2.757354
H  2.234498  -0.317699  -0.220938
H  2.346293  0.887198  0.976180
H  0.254204  1.243299  -1.276467
H  0.489550  4.180303  1.371394
H  1.630258  2.852751  1.671082
H  3.687695  3.899270  1.064762
H  4.951771  5.265605  -0.442748
H  4.056722  6.394988  -3.871741
H  5.434788  6.730005  -2.506738
H  3.941874  7.745133  -2.663612

Forces on atoms 1 to 6 (eV/Å):
C 0.9 -0.4 -4.1
C 7.8 2.8 -1.0
C -2.9 -0.6 1.6
C -1.9 -0.7 0.7
C 10.1 -6.7 10.4
C -7.4 3.7 -6.7

***

(3)
Entry from the Open Molecules 2025 dataset: the molecule C21H24N4O4S (the ωB97M-V functional and the def2-TZVPD basis).

## Properties
**2S+1**: 1
**Net charge**: 0
**ΔE to the lowest compared entry with this formula, charge and spin**: 195.95 kJ/mol

Geometry (Å):
C  -4.525402  -1.584605  0.584631
N  -3.361334  -1.408461  -0.263181
C  -3.697042  -1.612501  -1.659807
H  -2.813508  -1.459806  -2.276449
H  -4.454443  -0.886361  -1.953203
H  -4.085707  -2.623077  -1.850798
C  -2.227544  -2.231821  0.154333
H  -2.285180  -2.385481  1.233940
C  -0.880984  -1.557148  -0.160311
N  -0.423348  -0.670835  0.894394
C  -0.891248  0.594506  1.032257
N  -1.956443  0.932672  0.283581
C  -2.597446  2.227250  0.415451
C  -3.971933  2.155442  -0.148027
C  -5.188096  2.008881  0.452298
C  -6.142328  1.942473  -0.592741
C  -5.433810  2.048450  -1.748263
O  -4.122525  2.176532  -1.490545
H  -5.735521  2.052184  -2.777131
H  -7.202868  1.832991  -0.493036
H  -5.380310  1.961829  1.504372
H  -2.003654  2.977721  -0.120965
H  -2.637594  2.520669  1.471369
H  -2.545032  0.172638  -0.075905
S  -0.191290  1.695855  2.063694
C  0.673319  -1.141245  1.719869
C  2.013038  -0.966730  1.049254
C  2.748005  0.161689  1.191921
C  4.010120  0.331158  0.553394
C  4.497150  -0.730939  -0.234054
N  3.728121  -1.854209  -0.355963
C  2.491024  -2.058021  0.214888
O  1.889528  -3.101338  -0.003201
H  4.075359  -2.615997  -0.927429
C  5.738799  -0.650242  -0.885101
C  6.450202  0.506423  -0.719784
C  5.970302  1.573009  0.062218
C  4.767454  1.510854  0.701936
H  4.396523  2.325544  1.299743
O  6.890272  2.587302  0.042062
C  7.953660  2.137795  -0.765133
O  7.666546  0.836159  -1.235546
H  8.884290  2.117242  -0.176100
H  8.082060  2.817095  -1.622757
H  6.112990  -1.461942  -1.486442
H  2.370729  0.968562  1.803344
H  0.656267  -0.571642  2.651866
H  0.511586  -2.202524  1.926253
H  -0.120750  -2.330600  -0.279222
H  -0.951549  -0.999580  -1.099455
H  -2.261921  -3.219099  -0.327976
H  -5.309001  -0.904243  0.253173
H  -4.916394  -2.611035  0.557098
H  -4.263162  -1.333456  1.611174

Forces on atoms 1 to 6 (eV/Å):
C 0.0 0.1 0.0
N -0.1 -0.2 0.0
C 0.0 0.1 0.0
H 0.0 0.0 -0.1
H 0.0 0.0 -0.1
H 0.0 0.0 0.0

***

(4)
Entry from the Open Molecules 2025 dataset: a structure of composition C21H24N4Ru (the ωB97M-V functional and the def2-TZVPD basis).

## Properties
**2S+1**: 2
**Net charge**: -1
**Expectation value of S²**: 0.79
**ΔE to the lowest compared entry with this formula, charge and spin**: 180.86 kJ/mol

Geometry (Å):
Ru  0.274300  0.855233  0.973415
N  0.543402  0.916216  3.289783
C  1.955047  1.180814  3.509029
C  2.812369  0.163665  2.736224
N  2.498381  0.086181  1.309250
H  -0.101242  1.685476  3.417854
H  0.192803  0.098890  3.771366
H  2.261642  1.119172  4.559617
H  2.155708  2.193304  3.156950
H  2.600934  -0.827349  3.152165
H  3.867022  0.382198  2.934184
H  2.957146  -0.697986  0.858484
H  2.729428  0.929218  0.790671
C  -1.379917  -2.129058  1.372633
N  -1.382052  -0.669991  1.477975
C  -2.509497  -0.091862  1.309115
C  -2.632523  1.334627  1.306623
C  -3.766324  2.132977  1.176537
C  -3.300861  3.457935  1.235107
C  -1.909143  3.369951  1.385799
N  -1.501872  2.092097  1.447708
C  -0.545120  -2.638274  0.218759
C  -1.044106  -3.568879  -0.684774
C  -0.272791  -4.000230  -1.755305
C  1.005744  -3.490151  -1.935995
C  1.509140  -2.560195  -1.031125
C  0.740556  -2.147021  0.039933
H  -2.403586  -2.505988  1.259485
H  -0.985644  -2.545108  2.304972
H  -3.416445  -0.683546  1.137910
H  -4.782763  1.790909  1.037133
H  -3.884413  4.364636  1.173822
H  -1.194420  4.178825  1.452542
H  -2.055793  -3.943585  -0.561691
H  -0.680975  -4.710805  -2.464651
H  1.600325  -3.799375  -2.786814
H  2.491906  -2.128600  -1.188238
H  1.078728  -1.392679  0.743989
C  0.585044  1.237321  -0.700096
C  0.551721  1.155642  -2.105867
C  1.225954  2.082350  -2.962103
C  1.210842  1.941492  -4.333981
C  0.531764  0.877675  -4.948902
C  -0.145838  -0.037659  -4.130034
C  -0.145909  0.089924  -2.756606
H  1.756390  2.908065  -2.500819
H  1.735891  2.667132  -4.947680
H  0.520867  0.773309  -6.027096
H  -0.681280  -0.867856  -4.582274
H  -0.670542  -0.629034  -2.134982

Forces on atoms 1 to 6 (eV/Å):
Ru -0.2 0.9 1.2
N -0.1 -0.2 0.0
C 0.1 -0.1 -0.3
C -0.2 -0.1 0.1
N -0.3 0.5 0.0
H 0.2 0.2 0.1

***

(5)
Entry from the Open Molecules 2025 dataset: a structure of composition C21H24N6PdS (the ωB97M-V functional and the def2-TZVPD basis).

## Properties
**2S+1**: 3
**Net charge**: +2
**Expectation value of S²**: 2.01
**ΔE to the lowest compared entry with this formula, charge and spin**: 0.00 kJ/mol

Geometry (Å):
Pd  0.287024  0.042086  -0.612774
C  0.329912  1.210006  2.140173
N  -0.552704  0.256280  1.440287
C  -1.922881  0.764088  1.224444
C  -2.611663  -0.006639  0.115271
C  -3.966227  -0.286510  0.145338
C  -4.533140  -0.972988  -0.919631
C  -3.728553  -1.374245  -1.974244
C  -2.380935  -1.067371  -1.928946
N  -1.838744  -0.388707  -0.913666
C  -0.573912  -1.081401  2.074803
C  0.453313  -2.044995  1.530098
C  0.935497  -3.087311  2.302048
C  1.785808  -4.016167  1.721628
C  2.129889  -3.872771  0.385929
C  1.622486  -2.796700  -0.314066
N  0.800853  -1.903091  0.245684
C  1.789303  0.980174  1.807637
C  2.784676  1.095507  2.757945
C  4.109083  0.937992  2.366565
C  4.392880  0.665084  1.040251
C  3.340131  0.552872  0.148345
N  2.068445  0.713509  0.520475
H  0.172577  1.176431  3.221822
H  0.054188  2.212340  1.803965
H  -1.838981  1.815012  0.937257
H  -2.519253  0.726120  2.141094
H  -4.565066  0.023359  0.991144
H  -5.590411  -1.202112  -0.915336
H  -4.127907  -1.927496  -2.812025
H  -1.696328  -1.374102  -2.711388
H  -1.558005  -1.519074  1.889482
H  -0.473674  -0.985411  3.159281
H  0.644179  -3.174643  3.340182
H  2.173543  -4.840876  2.304022
H  2.785752  -4.575816  -0.106678
H  1.871873  -2.629088  -1.354293
H  2.529989  1.308306  3.787381
H  4.904373  1.026175  3.094412
H  5.407822  0.532969  0.694074
H  3.501192  0.326521  -0.899147
S  1.191597  -0.051097  -2.980160
C  0.215497  1.334351  -2.924044
N  -0.851041  1.597862  -3.654892
C  -1.596054  2.760636  -3.166182
C  -0.534902  3.444323  -2.299218
N  0.360438  2.312996  -1.964997
H  -1.177717  0.952057  -4.356172
H  -2.456268  2.423546  -2.583407
H  -1.939571  3.388637  -3.983481
H  -0.941591  3.903287  -1.403086
H  0.021263  4.188473  -2.870534
H  1.311950  2.507613  -1.682672

Forces on atoms 1 to 6 (eV/Å):
Pd 0.4 -0.2 0.2
C 0.0 0.0 -0.1
N -0.1 0.0 0.1
C 0.1 0.0 0.0
C 0.0 0.0 0.0
C 0.1 0.0 0.0

***

(6)
Entry from the Open Molecules 2025 dataset: a structure of composition C21H24O7Se2W (the ωB97M-V functional and the def2-TZVPD basis).

## Properties
**2S+1**: 1
**Net charge**: +2
**ΔE to the lowest compared entry with this formula, charge and spin**: 0.00 kJ/mol

Geometry (Å):
W  0.592618  0.624403  0.021099
C  -3.627096  -4.229387  2.233766
O  -4.360287  -3.441624  1.284959
C  -3.796827  -2.379175  0.744271
C  -4.601905  -1.657996  -0.161931
C  -4.114882  -0.538053  -0.768565
C  -2.799216  -0.078897  -0.520722
C  -2.283335  1.097290  -1.150336
C  -3.136535  1.958423  -2.018810
O  -1.078581  1.462043  -1.015360
C  -2.032486  -0.826343  0.388762
O  -0.759895  -0.425711  0.694712
C  -2.490380  -1.954334  1.027384
H  -4.299721  -5.027166  2.526433
H  -3.368012  -3.626459  3.104276
H  -2.734759  -4.648577  1.768245
H  -5.603640  -2.015892  -0.352562
H  -4.746810  0.000746  -1.460339
H  -4.084920  2.193056  -1.537453
H  -3.360168  1.427673  -2.947831
H  -2.600860  2.872396  -2.256278
H  -1.840357  -2.471717  1.715081
O  0.823063  -2.709992  1.699479
C  1.924655  -3.407789  1.126594
C  2.475636  -2.633478  -0.077154
C  3.459645  -3.577938  -0.806050
O  2.708130  -4.638406  -1.352406
C  3.321798  -1.445335  0.355424
Se  2.401987  -0.042697  1.425165
C  1.318516  -2.300111  -1.050983
Se  1.396330  -0.508859  -1.901340
H  0.712661  -3.015781  2.606128
H  1.622153  -4.403809  0.796169
H  2.734966  -3.524624  1.853361
H  4.200285  -3.940394  -0.085462
H  3.992094  -3.020798  -1.586484
H  3.295822  -5.282531  -1.761718
H  3.726844  -0.879797  -0.483568
H  4.141617  -1.772968  0.992859
H  0.341433  -2.451009  -0.595065
H  1.377030  -2.945693  -1.926157
O  0.516776  2.411448  0.875813
C  1.136235  3.064228  -0.097895
O  1.478228  2.246397  -1.011474
C  1.367546  4.467104  -0.068936
C  2.021819  5.078225  -1.148043
C  2.250384  6.437047  -1.106077
C  1.832037  7.173611  -0.000414
C  1.182450  6.567233  1.071903
C  0.945836  5.208905  1.044640
H  2.340027  4.487368  -1.996323
H  2.753153  6.930201  -1.925844
H  2.016192  8.239724  0.026280
H  0.867654  7.157401  1.920674
H  0.445059  4.718417  1.868110

Forces on atoms 1 to 6 (eV/Å):
W 0.2 0.5 0.1
C 0.0 0.0 0.0
O 0.0 0.0 0.0
C 0.0 -0.1 0.1
C 0.0 0.0 0.0
C 0.0 0.0 0.0

***

The energy results, record by record, are as follows: -1184.131761; -1183.356283; -1732.803668; -1128.440044; -1668.783648; -6210.765744 hartree.
The max |F| results, record by record, are as follows: 1.297; 17.683; 1.284; 1.496; 0.438; 0.548 eV/A.